Density functional theory data (ωB97M-V/def2-TZVPD) for C6H11N in the gas phase in a non-equilibrium geometry.

Last column: Löwdin charge in e.
Positions of all 18 atoms, in Å:
C 2.313779 -0.295382 0.478678  -0.195
N 1.328657 0.641655 0.140142  -0.050
C 0.045607 0.080415 -0.222621  -0.258
C -1.035425 0.815471 -0.601619  -0.170
C -1.371935 1.992682 0.188669  -0.159
C -1.222882 -2.071853 -0.376245  0.002
C -0.033614 -1.458803 -0.445517  -0.102
H 3.154813 0.184700 0.930461  0.066
H 2.761131 -0.989430 -0.290145  0.083
H 1.958773 -1.117673 1.210836  0.103
H 1.414225 1.659275 0.329314  0.145
H -2.004036 0.502054 -1.120162  0.123
H -0.741273 2.216180 1.062523  0.069
H -2.488595 1.827316 0.561451  0.114
H -1.543336 2.933223 -0.288177  0.044
H -1.360862 -3.167763 -0.610921  0.077
H -2.147159 -1.710931 -0.408515  -0.003
H 0.972133 -2.041136 -0.538152  0.111

Forces on atoms 1 to 2 (eV/Å):
C 1.14 -2.83 1.54
N -2.88 -0.09 -0.53

Calculated values
- SMILES: C=C/C(=C/C)NC
- E_HOMO: -7.356 eV
- Frontier orbital gap: 8.3 eV

Density functional theory data (ωB97M-V/def2-TZVPD) for C6H11N in the gas phase in a non-equilibrium geometry.

Last column: Löwdin charge in e.
Positions of all 18 atoms, in Å:
C -0.241920 -1.293421 1.634270  -0.066
N 1.144267 1.197538 1.052014  0.063
C 0.269654 0.626311 0.086048  -0.298
C -0.447359 -0.513070 0.333265  -0.260
C -1.610490 -0.980629 -0.482578  -0.082
C 1.419571 1.518488 -2.069790  0.011
C 0.437522 0.943157 -1.342948  -0.142
H -0.065632 -0.539159 2.443304  0.072
H 0.707725 -1.838626 1.735703  0.086
H -1.111508 -1.858449 2.005561  0.079
H 0.814671 1.730154 1.850245  0.086
H 1.462958 0.373841 1.561660  0.058
H -1.868242 -2.028293 -0.227649  0.078
H -2.570592 -0.463649 -0.392766  0.090
H -1.419289 -1.123948 -1.545177  0.067
H 1.196621 1.683603 -3.115703  0.044
H 2.211934 2.091918 -1.600541  0.046
H -0.329891 0.474234 -1.924918  0.067

Forces on atoms 1 to 2 (eV/Å):
C 0.03 1.92 1.46
N 1.53 -1.29 0.56

Calculated values
- SMILES: C=CC(N)=C(C)C
- E_HOMO: -7.993 eV
- Frontier orbital gap: 8.8 eV

Density functional theory data (ωB97M-V/def2-TZVPD) for C6H11N in the gas phase in a non-equilibrium geometry.

Last column: Löwdin charge in e.
Positions of all 18 atoms, in Å:
C 0.818891 1.758662 -1.810211  -0.116
C 0.950967 0.815547 -0.621111  -0.274
C -0.364163 0.122644 -0.259648  -0.198
C -0.280793 -0.624629 1.081995  -0.375
C -1.568336 -1.370838 1.447031  -0.066
C 0.857098 -1.556363 1.006407  -0.213
N 1.756165 -2.268625 0.853985  0.158
H 1.769038 2.261545 -2.016671  0.071
H 0.524662 1.210598 -2.712199  0.075
H 0.062574 2.529307 -1.621403  0.072
H 1.706466 0.051395 -0.840465  0.104
H 1.323603 1.367901 0.252905  0.115
H -1.182417 0.852498 -0.195321  0.122
H -0.638250 -0.593007 -1.046564  0.128
H -0.056213 0.107275 1.870004  0.145
H -2.402950 -0.665152 1.510791  0.082
H -1.806453 -2.122544 0.688121  0.087
H -1.469890 -1.876214 2.412356  0.083

Forces on atoms 1 to 2 (eV/Å):
C -0.02 0.04 -0.06
C 0.03 -0.02 0.02

Calculated values
- SMILES: CCC[C@@H](C)C#N
- E_HOMO: -11.333 eV
- Frontier orbital gap: 12.3 eV

Density functional theory data (ωB97M-V/def2-TZVPD) for C6H11N in the gas phase in a non-equilibrium geometry.

Last column: Löwdin charge in e.
Positions of all 18 atoms, in Å:
C 1.389594 0.747193 -1.592724  -0.112
N 1.392676 -0.665161 -1.261510  -0.051
C 0.467105 -1.160859 -0.312145  -0.362
C 0.481368 -2.465998 -0.002009  0.033
C -1.775578 1.412299 1.705541  -0.103
C -0.638101 0.935972 0.835261  -0.162
C -0.514182 -0.300627 0.364168  -0.082
H 0.598741 1.064848 -2.273090  0.082
H 1.358247 1.328822 -0.682307  0.053
H 2.331158 0.965554 -2.105787  0.079
H 1.484248 -1.296753 -2.039797  0.116
H -0.245238 -2.844014 0.686607  0.049
H 1.114010 -3.082424 -0.600599  0.049
H -1.742053 2.494275 1.804942  0.066
H -1.744030 0.968091 2.700661  0.076
H -2.727413 1.094994 1.273454  0.075
H 0.141345 1.692222 0.789663  0.085
H -1.371899 -0.888435 0.709669  0.112

Forces on atoms 1 to 2 (eV/Å):
C 0.62 -0.32 -0.60
N -0.77 0.23 0.66

Calculated values
- SMILES: C=C(/C=C/C)NC
- E_HOMO: -7.776 eV
- Frontier orbital gap: 8.9 eV

Density functional theory data (ωB97M-V/def2-TZVPD) for 2 unconnected molecules or ions with the total composition C6H11N in a non-equilibrium geometry.

Last column: Löwdin charge in e.
Positions of all 18 atoms, in Å:
C -1.467511 -1.486339 -0.814882  -0.098
C -0.674275 -0.203213 -1.059235  -0.217
C 0.279208 0.165771 0.094999  -0.395
C 1.090407 2.858460 0.504842  0.155
C 1.391953 -0.866613 0.314684  -0.050
C -0.480067 0.374130 1.339475  -0.237
N -1.084624 0.528027 2.314405  0.164
H -0.814427 -2.363118 -0.748640  0.071
H -2.170252 -1.661230 -1.635223  0.076
H -2.046030 -1.421828 0.113690  0.076
H -1.364220 0.631742 -1.226920  0.117
H -0.066503 -0.300909 -1.967107  0.116
H 0.029429 3.131886 0.704487  -0.044
H 1.430986 2.552303 1.520522  -0.043
H 0.767079 1.133017 -0.180595  0.049
H 2.111107 -0.520837 1.062154  0.086
H 0.979177 -1.820677 0.656249  0.083
H 1.925600 -1.035823 -0.626075  0.090

Forces on atoms 1 to 2 (eV/Å):
C -0.01 -0.06 0.02
C -0.03 0.06 -0.06

Calculated values
- E_HOMO (alpha / beta): -9.581 / -9.680 eV
- Frontier orbital gap (alpha / beta): 8.5 / 8.6 eV

Density functional theory data (ωB97M-V/def2-TZVPD) for C6H11N in the gas phase in a non-equilibrium geometry.

Last column: Löwdin charge in e.
Positions of all 18 atoms, in Å:
C 1.774277 0.294932 -0.116226  -0.184
C 1.341144 -0.727765 -1.041646  -0.124
C 0.073608 -0.545428 -0.205352  -0.340
C -0.159278 -1.474383 0.949941  -0.069
C -1.509848 1.406575 0.154860  -0.102
C -1.048546 0.276221 -0.766201  -0.241
N 2.480552 1.055063 0.533734  0.131
H 1.271886 -0.410718 -2.080872  0.113
H 1.874105 -1.672480 -0.964885  0.113
H 0.780268 -1.688140 1.454831  0.078
H -0.588721 -2.424203 0.616089  0.079
H -0.838916 -1.033636 1.676298  0.068
H -1.813442 1.011038 1.121019  0.063
H -2.356120 1.929206 -0.284592  0.067
H -0.707428 2.124314 0.310156  0.068
H -0.739346 0.712644 -1.718889  0.106
H -1.907017 -0.373804 -0.970313  0.111
H 2.072819 1.540562 1.332042  0.064

Forces on atoms 1 to 2 (eV/Å):
C -4.15 -1.59 0.15
C 0.59 -0.02 -0.25

Calculated values
- SMILES: [H]/N=C1/C[C@]1(C)CC
- E_HOMO: -7.104 eV
- Frontier orbital gap: 8.1 eV

Density functional theory data (ωB97M-V/def2-TZVPD) for C6H11N in the gas phase in a non-equilibrium geometry.

Last column: Löwdin charge in e.
Positions of all 18 atoms, in Å:
C -0.240748 -0.451835 2.086262  -0.100
C 0.513284 0.272476 0.967626  -0.203
C 0.153952 -0.119344 -0.489700  -0.565
C 0.629403 0.950295 -1.477603  -0.067
C -1.359821 -0.110281 -0.711443  -0.044
C 0.936295 -1.298828 -0.912628  -0.190
N 1.684787 -2.105029 -1.275701  0.158
H -1.305689 -0.195288 2.093576  0.066
H 0.163055 -0.154457 3.060838  0.075
H -0.151988 -1.541274 2.010282  0.082
H 1.590881 0.122029 1.096451  0.119
H 0.332007 1.351692 1.059229  0.119
H 1.688257 1.184095 -1.316011  0.098
H 0.497466 0.571485 -2.499343  0.096
H -0.087052 1.800262 -1.337348  0.092
H -1.634397 -0.466055 -1.708786  0.093
H -1.941227 -0.661083 0.037476  0.080
H -1.544519 0.993053 -0.722683  0.091

Forces on atoms 1 to 2 (eV/Å):
C -0.02 -0.03 -0.03
C 0.09 0.07 -0.03

Calculated values
- SMILES: CCC(C)(C)C#N
- E_HOMO: -11.241 eV
- Frontier orbital gap: 12.1 eV

Density functional theory data (ωB97M-V/def2-TZVPD) for C6H11N in the gas phase in a non-equilibrium geometry.

Last column: Löwdin charge in e.
Positions of all 18 atoms, in Å:
C 2.159522 -0.430909 -1.086147  -0.107
C 1.260427 0.730746 -0.662926  -0.216
N -2.446584 -0.055485 -0.487817  0.027
C -1.234684 0.632996 -0.681149  -0.180
C -0.079140 0.301798 -0.087768  -0.277
C -0.116287 -0.680551 1.027968  -0.148
C 0.276715 -0.388058 2.274667  0.018
H 2.666341 -0.829512 -0.212825  0.065
H 1.656051 -1.273836 -1.563928  0.074
H 2.938788 -0.072367 -1.761327  0.068
H 1.763075 1.146930 0.226364  0.106
H 1.122852 1.443040 -1.473921  0.104
H -3.260209 0.457969 -0.789913  0.071
H -2.407266 -0.926140 -1.005915  0.085
H -1.230018 1.511413 -1.328225  0.108
H -0.770113 -1.544209 0.921658  0.095
H 0.417509 -1.058852 3.110229  0.051
H 0.631755 0.622405 2.428203  0.056

Forces on atoms 1 to 2 (eV/Å):
C 0.19 -0.19 -0.13
C -0.30 -0.12 1.69

Calculated values
- SMILES: C=C/C(=C\N)CC
- E_HOMO: -7.998 eV
- Frontier orbital gap: 9.0 eV

Density functional theory data (ωB97M-V/def2-TZVPD) for 2 unconnected molecules or ions with the total composition C6H11N in a non-equilibrium geometry.

Last column: Löwdin charge in e.
Positions of all 18 atoms, in Å:
C -1.297402 -0.468531 -1.691979  -0.113
C -0.482413 0.455391 -0.795826  -0.237
C 0.001500 -0.148152 0.499557  -0.373
C 0.777668 0.806435 1.389822  -0.157
C -0.193641 -1.409282 0.878055  0.055
C -0.075229 1.909570 1.854069  -0.220
N -0.777997 2.762715 2.195042  0.144
H -0.721309 -1.353258 -1.984907  0.074
H -1.594229 0.055754 -2.605257  0.074
H -2.208762 -0.806946 -1.187592  0.080
H -1.069720 1.353263 -0.557549  0.115
H 0.398631 0.820918 -1.345072  0.108
H 1.622621 1.240047 0.837839  0.119
H 1.188317 0.287798 2.261740  0.120
H 2.764274 -0.603251 -1.078654  0.049
H 0.184173 -1.781536 1.827276  0.069
H -0.742347 -2.114856 0.261225  0.063
H 2.225865 -1.006078 -0.757788  0.031

Forces on atoms 1 to 2 (eV/Å):
C -0.02 -0.05 -0.01
C 0.01 0.02 0.02

Calculated values
- SMILES: C=C(CC)CC#N.[H][H]
- E_HOMO: -10.112 eV
- Frontier orbital gap: 11.1 eV

Density functional theory data (ωB97M-V/def2-TZVPD) for C6H11N in the gas phase in a non-equilibrium geometry.

Last column: Löwdin charge in e.
Positions of all 18 atoms, in Å:
C 0.182755 -1.528520 1.228279  -0.078
C 0.352179 -0.584738 0.036685  -0.385
C -0.556322 -0.994172 -1.140578  -0.084
C 0.115974 0.900790 0.478527  -0.331
C 0.814399 1.937583 -0.410830  -0.060
C -1.337530 1.073952 0.355483  -0.195
N -2.361563 0.825571 -0.125006  0.159
H 0.816813 -1.232485 2.072375  0.077
H 0.456045 -2.551727 0.949832  0.079
H -0.859417 -1.539002 1.569819  0.088
H 1.398723 -0.622878 -0.299529  0.135
H -1.627872 -0.628462 -1.036678  0.055
H -0.642753 -2.081634 -1.202266  0.075
H -0.164261 -0.601544 -2.088305  0.079
H 0.450815 1.030783 1.514593  0.136
H 0.561988 2.953288 -0.090639  0.083
H 1.902269 1.823306 -0.360074  0.083
H 0.497758 1.819888 -1.451686  0.086

Forces on atoms 1 to 2 (eV/Å):
C -0.03 -0.01 0.03
C -0.16 -0.01 -0.12

Calculated values
- SMILES: CC(C)[C@@H](C)C#N
- E_HOMO: -10.984 eV
- Frontier orbital gap: 12.0 eV

Density functional theory data (ωB97M-V/def2-TZVPD) for C6H11N in the gas phase in a non-equilibrium geometry.

Last column: Löwdin charge in e.
Positions of all 18 atoms, in Å:
C -1.627695 -0.545215 -1.029275  -0.077
C -0.559533 -0.590645 0.068955  -0.407
C 0.613836 -1.469690 -0.351977  -0.073
C -0.113739 0.849983 0.442642  -0.312
C 1.049659 1.034358 1.463702  -0.048
C 0.449043 1.591706 -0.695028  -0.237
N 1.108484 2.182491 -1.442245  0.158
H -2.507332 0.034892 -0.725167  0.081
H -1.964031 -1.555514 -1.287845  0.080
H -1.216078 -0.087018 -1.936547  0.082
H -1.012831 -1.017982 0.975512  0.139
H 0.258563 -2.463952 -0.640724  0.081
H 1.339884 -1.597889 0.457826  0.072
H 1.131709 -1.028489 -1.211521  0.088
H -1.011735 1.369551 0.805255  0.142
H 0.778999 1.758541 2.234740  0.080
H 1.356740 0.103145 1.936461  0.071
H 1.926058 1.431726 0.935238  0.079

Forces on atoms 1 to 2 (eV/Å):
C 0.02 0.04 0.01
C 0.12 0.10 0.09

Calculated values
- SMILES: CC(C)[C@@H](C)C#N
- E_HOMO: -11.273 eV
- Frontier orbital gap: 12.2 eV

Density functional theory data (ωB97M-V/def2-TZVPD) for 2 unconnected molecules or ions with the total composition C6H11N in a non-equilibrium geometry.

Last column: Löwdin charge in e.
Positions of all 18 atoms, in Å:
C -0.015383 -0.837323 0.315344  -0.385
C -0.272336 -0.491345 1.755131  -0.061
C -1.223381 -1.255101 -0.475342  -0.059
C -0.044777 2.131800 -0.510642  -0.163
C 1.169321 -0.764485 -0.215297  -0.106
C 2.354085 -0.708098 -0.736618  0.007
N -1.270885 2.227628 -0.283979  0.028
H -1.871671 2.163299 -1.106092  0.045
H 0.424558 1.992672 -1.489240  0.075
H 0.631796 2.198736 0.331567  0.065
H -0.740894 -1.333797 2.262872  0.079
H 0.652301 -0.240490 2.268445  0.080
H -0.950696 0.359987 1.807490  0.069
H -1.657646 -2.156844 -0.044304  0.080
H -1.975063 -0.466887 -0.435005  0.066
H -0.965605 -1.451229 -1.513155  0.080
H 2.736359 0.189487 -1.199493  0.048
H 3.019916 -1.558009 -0.731680  0.052

Forces on atoms 1 to 2 (eV/Å):
C -0.24 -0.10 0.12
C 0.20 0.03 -0.06

Calculated values
- SMILES: C=C=C(C)C.C=N
- E_HOMO: -9.122 eV
- Frontier orbital gap: 10.2 eV

Density functional theory data (ωB97M-V/def2-TZVPD) for C6H11N in the gas phase.

Last column: Löwdin charge in e.
Positions of all 18 atoms, in Å:
C 0.270417 1.689678 -1.295445  -0.111
N -0.632855 1.479967 -0.168709  -0.054
C -1.073912 0.158120 0.039534  -0.398
C -2.348511 -0.108249 0.344399  0.037
C 2.237972 -1.779829 0.578038  -0.094
C 1.162977 -0.720090 0.596533  -0.148
C -0.065059 -0.912570 0.114864  -0.090
H 0.147046 0.932156 -2.068129  0.082
H 1.306630 1.666675 -0.962296  0.065
H 0.092768 2.645608 -1.776995  0.076
H -1.455402 2.076601 -0.168886  0.113
H -2.638321 -1.136010 0.501211  0.050
H -3.162211 0.598866 0.381329  0.049
H 1.775968 -2.764132 0.625403  0.069
H 2.746197 -1.704802 -0.377797  0.073
H 2.917112 -1.742888 1.423477  0.067
H 1.456796 0.283104 0.875693  0.100
H -0.335252 -1.897276 -0.244522  0.113

Forces on atoms 1 to 2 (eV/Å):
C 0.09 -0.01 -0.04
N -0.39 -0.26 0.06

Calculated values
- SMILES: C=C(/C=C/C)NC
- E_HOMO: -7.949 eV
- Frontier orbital gap: 9.0 eV